--- P ---
Computed, not measured: an isolated molecule of C6H12, with ωB97M-V with the def2-TZVPD basis set.

Geometry as XYZ:
```
18
Properties=species:S:1:pos:R:3
C 2.14 0.25 0.61
C 0.91 -0.29 0.74
C -0.44 0.34 0.35
C -1.45 0.24 1.46
C -1.12 -0.15 -1.05
C 0.20 -0.34 -1.93
H 2.23 1.43 0.39
H 2.93 -0.45 0.90
H 0.72 -1.36 0.93
H -0.22 1.44 0.26
H -0.92 0.60 2.37
H -1.68 -0.83 1.75
H -2.53 0.55 1.27
H -1.79 0.59 -1.39
H -1.74 -1.04 -1.14
H 0.45 -1.39 -2.09
H 0.11 0.22 -2.89
H 0.98 -0.02 -1.36
```

Computed properties:
HOMO   -9.698 eV
Kohn-Sham gap   0.4011 Ha
SMILES   C=C[C@H](C)CC
2S+1   1

From a natural (NBO) analysis of the wavefunction, the atomic charges in e read:
1. C -0.422
2. C -0.175
3. C -0.261
4. C -0.620
5. C -0.398
6. C -0.617
7. H 0.216
8. H 0.219
9. H 0.194
10. H 0.197
11. H 0.215
12. H 0.197
13. H 0.225
14. H 0.204
15. H 0.204
16. H 0.203
17. H 0.204
18. H 0.214

=====

--- Q ---
Computed, not measured: an isolated molecule of C6H12, with ωB97M-V with the def2-TZVPD basis set.

Geometry as XYZ:
```
18
Properties=species:S:1:pos:R:3
C 0.47 1.65 -0.52
C 0.27 0.21 -0.04
C 1.61 -0.42 0.33
C -0.81 0.03 1.05
C -1.49 -1.06 0.19
C -0.57 -0.69 -0.99
H 1.19 1.70 -1.34
H -0.48 2.07 -0.87
H 0.84 2.28 0.30
H 2.27 -0.49 -0.54
H 1.47 -1.43 0.73
H 2.12 0.17 1.10
H -0.45 -0.30 2.04
H -1.43 0.92 1.20
H -2.56 -0.94 0.02
H -1.33 -2.08 0.57
H -1.09 -0.11 -1.76
H -0.03 -1.52 -1.47
```

Computed properties:
HOMO   -10.387 eV
Kohn-Sham gap   0.4191 Ha
SMILES   CC1(C)CCC1
2S+1   1

From a natural (NBO) analysis of the wavefunction, the atomic charges in e read:
1. C -0.600
2. C -0.043
3. C -0.601
4. C -0.402
5. C -0.404
6. C -0.402
7. H 0.207
8. H 0.205
9. H 0.207
10. H 0.206
11. H 0.206
12. H 0.207
13. H 0.202
14. H 0.203
15. H 0.204
16. H 0.202
17. H 0.202
18. H 0.202

=====

Most favorable structure: Q. The second most favorable one is 180.8 kJ/mol above it.

=====

--- P ---
Computed, not measured: an isolated molecule of C6H12, with ωB97M-V with the def2-TZVPD basis set.

Geometry as XYZ:
```
18
Properties=species:S:1:pos:R:3
C 2.06 -0.21 -0.59
C 1.06 0.71 -1.31
C -0.23 0.93 -0.52
C -1.26 -0.13 -0.54
C -2.02 -0.14 0.73
C -0.95 -1.08 1.37
H 1.66 -1.22 -0.47
H 2.32 0.18 0.40
H 2.99 -0.29 -1.16
H 1.54 1.68 -1.49
H 0.80 0.28 -2.28
H -0.86 1.66 -1.07
H -0.01 1.40 0.47
H -0.33 -1.53 0.58
H -2.12 0.80 1.28
H -2.99 -0.64 0.67
H -1.40 -1.91 1.93
H -0.27 -0.50 2.01
```

Computed properties:
HOMO   -8.186 eV
Kohn-Sham gap   0.3335 Ha
2S+1   1

From a natural (NBO) analysis of the wavefunction, the atomic charges in e read:
1. C -0.607
2. C -0.391
3. C -0.563
4. C 0.128
5. C -0.539
6. C -0.600
7. H 0.204
8. H 0.198
9. H 0.213
10. H 0.197
11. H 0.213
12. H 0.270
13. H 0.179
14. H 0.239
15. H 0.193
16. H 0.212
17. H 0.236
18. H 0.217

=====

--- Q ---
Computed, not measured: a cluster of 2 separate species, C6H12 in total, with ωB97M-V with the def2-TZVPD basis set.

Geometry as XYZ:
```
18
Properties=species:S:1:pos:R:3
C -2.19 0.91 -0.55
C -0.75 0.67 -1.14
C 0.04 -0.21 -0.20
C -0.02 -1.60 -0.31
C 0.92 0.46 0.69
C 1.99 -0.28 1.51
H -2.71 -0.07 -0.47
H -2.86 1.58 -1.22
H -2.10 1.32 0.46
H -0.90 0.16 -2.16
H -0.26 1.61 -1.25
H -0.61 -2.05 -1.05
H 0.40 -2.19 0.49
H 0.54 1.42 1.13
H 1.85 -0.10 -0.99
H 1.75 -0.28 2.62
H 3.02 0.21 1.44
H 2.04 -1.29 1.10
```

Computed properties:
HOMO   -7.218 eV
Kohn-Sham gap   0.2345 Ha
2S+1   1

From a natural (NBO) analysis of the wavefunction, the atomic charges in e read:
1. C -0.600
2. C -0.434
3. C -0.075
4. C -0.538
5. C -0.084
6. C -0.673
7. H 0.214
8. H 0.212
9. H 0.198
10. H 0.218
11. H 0.208
12. H 0.198
13. H 0.186
14. H 0.213
15. H 0.080
16. H 0.213
17. H 0.237
18. H 0.227

=====

Most favorable structure: P. The second most favorable one is 208.2 kJ/mol above it.

=====

--- P ---
Computed, not measured: an isolated molecule of C6H12, with ωB97M-V with the def2-TZVPD basis set.

Geometry as XYZ:
```
18
Properties=species:S:1:pos:R:3
C 0.50 1.59 0.06
C 0.37 0.08 0.04
C 1.75 -0.58 0.21
C -0.85 -0.53 0.91
C -1.72 -0.60 -0.29
C -0.45 -0.45 -1.23
H 1.16 1.95 -0.74
H -0.48 2.06 -0.06
H 0.92 1.92 1.02
H 2.44 -0.27 -0.59
H 1.69 -1.68 0.18
H 2.21 -0.29 1.17
H -0.54 -1.50 1.29
H -1.82 -0.42 1.60
H -2.38 0.25 -0.44
H -2.51 -1.25 0.35
H -0.50 0.27 -2.08
H -0.02 -1.38 -1.62
```

Computed properties:
HOMO   -9.111 eV
Kohn-Sham gap   0.3713 Ha
SMILES   CC1(C)CCC1
2S+1   1

From a natural (NBO) analysis of the wavefunction, the atomic charges in e read:
1. C -0.613
2. C -0.003
3. C -0.615
4. C -0.435
5. C -0.431
6. C -0.398
7. H 0.205
8. H 0.210
9. H 0.212
10. H 0.212
11. H 0.209
12. H 0.212
13. H 0.194
14. H 0.215
15. H 0.195
16. H 0.215
17. H 0.210
18. H 0.209

=====

--- Q ---
Computed, not measured: an isolated molecule of C6H12, with ωB97M-V with the def2-TZVPD basis set.

Geometry as XYZ:
```
18
Properties=species:S:1:pos:R:3
C 1.87 -0.68 -0.54
C 0.92 -0.51 0.67
C -0.38 0.19 0.29
C -0.32 1.71 0.10
C -1.79 -0.31 0.62
C -1.15 -0.64 -0.69
H 1.49 -1.35 -1.32
H 2.83 -1.09 -0.21
H 2.09 0.28 -1.03
H 0.71 -1.52 1.06
H 1.46 0.05 1.44
H -0.48 2.29 1.02
H -1.10 2.04 -0.60
H 0.64 2.03 -0.31
H -1.99 -1.11 1.33
H -2.58 0.44 0.55
H -1.44 -0.15 -1.61
H -0.81 -1.67 -0.78
```

Computed properties:
HOMO   -9.653 eV
Kohn-Sham gap   0.3969 Ha
SMILES   CCC1(C)CC1
2S+1   1

From a natural (NBO) analysis of the wavefunction, the atomic charges in e read:
1. C -0.606
2. C -0.387
3. C -0.057
4. C -0.601
5. C -0.415
6. C -0.422
7. H 0.204
8. H 0.208
9. H 0.201
10. H 0.204
11. H 0.203
12. H 0.211
13. H 0.207
14. H 0.206
15. H 0.215
16. H 0.212
17. H 0.210
18. H 0.208

=====

--- R ---
Computed, not measured: an isolated molecule of C6H12, with ωB97M-V with the def2-TZVPD basis set.

Geometry as XYZ:
```
18
Properties=species:S:1:pos:R:3
C 0.01 -1.44 2.28
C 0.29 -0.06 1.72
C -0.57 0.53 0.91
C -0.30 1.38 -0.30
C 0.66 0.64 -1.29
C -0.11 -0.28 -2.28
H -1.03 -1.72 2.19
H 0.23 -1.52 3.35
H 0.58 -2.17 1.70
H 1.29 0.34 1.85
H -1.62 0.26 1.00
H -1.26 1.68 -0.72
H 0.18 2.35 -0.12
H 1.21 1.32 -1.93
H 1.26 0.02 -0.62
H -0.45 -1.25 -1.94
H 0.54 -0.46 -3.14
H -0.90 0.38 -2.66
```

Computed properties:
HOMO   -8.874 eV
Kohn-Sham gap   0.3703 Ha
SMILES   C/C=C/CCC
2S+1   1

From a natural (NBO) analysis of the wavefunction, the atomic charges in e read:
1. C -0.634
2. C -0.189
3. C -0.181
4. C -0.451
5. C -0.381
6. C -0.613
7. H 0.210
8. H 0.207
9. H 0.217
10. H 0.191
11. H 0.185
12. H 0.205
13. H 0.214
14. H 0.202
15. H 0.207
16. H 0.209
17. H 0.203
18. H 0.199

=====

--- S ---
Computed, not measured: an isolated molecule of C6H12, with ωB97M-V with the def2-TZVPD basis set.

Geometry as XYZ:
```
18
Properties=species:S:1:pos:R:3
C 1.52 -0.76 0.65
C 0.19 -0.29 0.09
C -0.72 -1.47 -0.24
C -0.56 0.80 0.91
C -0.85 1.57 -0.40
C 0.25 0.73 -1.09
H 2.05 -1.41 -0.06
H 2.18 0.08 0.88
H 1.38 -1.34 1.57
H -0.25 -2.13 -0.99
H -1.68 -1.15 -0.64
H -0.91 -2.08 0.65
H -1.42 0.47 1.50
H 0.12 1.35 1.57
H -0.72 2.65 -0.39
H -1.84 1.35 -0.80
H 1.21 1.26 -1.11
H 0.05 0.34 -2.09
```

Computed properties:
HOMO   -10.476 eV
Kohn-Sham gap   0.4227 Ha
SMILES   CC1(C)CCC1
2S+1   1

From a natural (NBO) analysis of the wavefunction, the atomic charges in e read:
1. C -0.602
2. C -0.041
3. C -0.603
4. C -0.401
5. C -0.402
6. C -0.401
7. H 0.207
8. H 0.205
9. H 0.207
10. H 0.207
11. H 0.206
12. H 0.207
13. H 0.202
14. H 0.202
15. H 0.204
16. H 0.200
17. H 0.202
18. H 0.202

=====

Most favorable structure: S. The second most favorable one is 40.7 kJ/mol above it.

=====

--- P ---
Computed, not measured: an isolated molecule of C6H12, with ωB97M-V with the def2-TZVPD basis set.

Geometry as XYZ:
```
18
Properties=species:S:1:pos:R:3
C 0.86 -1.51 -2.41
C -0.41 -1.02 -1.59
C -0.24 -0.67 -0.27
C -0.61 0.76 0.23
C -0.62 1.12 1.67
C 0.70 1.10 2.28
H 1.23 -0.55 -2.92
H 0.61 -2.18 -3.22
H 1.42 -2.10 -1.73
H -1.25 -0.81 -2.27
H 0.67 -1.06 0.18
H 0.19 1.48 -0.21
H -1.55 0.96 -0.20
H -1.27 2.04 1.68
H -1.54 0.39 1.98
H 0.89 1.69 3.25
H 1.39 1.39 1.48
H 1.06 0.04 2.52
```

Computed properties:
HOMO   -8.666 eV
Kohn-Sham gap   0.3597 Ha
SMILES   C/C=C/CCC
2S+1   1

From a natural (NBO) analysis of the wavefunction, the atomic charges in e read:
1. C -0.644
2. C -0.146
3. C -0.220
4. C -0.400
5. C -0.420
6. C -0.628
7. H 0.222
8. H 0.203
9. H 0.218
10. H 0.191
11. H 0.176
12. H 0.181
13. H 0.209
14. H 0.217
15. H 0.197
16. H 0.225
17. H 0.207
18. H 0.213

=====

--- Q ---
Computed, not measured: an isolated molecule of C6H12, with ωB97M-V with the def2-TZVPD basis set.

Geometry as XYZ:
```
18
Properties=species:S:1:pos:R:3
C 1.43 1.94 -1.93
C 1.17 0.73 -1.13
C 0.56 0.67 0.04
C 0.53 -0.73 0.93
C -0.84 -1.47 0.68
C -2.11 -0.88 1.23
H 0.93 2.83 -1.54
H 2.53 2.11 -2.08
H 1.05 1.68 -2.89
H 1.64 -0.20 -1.45
H 0.01 1.42 0.64
H 0.71 -0.45 1.99
H 1.34 -1.35 0.69
H -0.78 -2.52 0.97
H -0.93 -1.46 -0.44
H -2.15 0.21 1.38
H -2.92 -1.23 0.68
H -2.16 -1.31 2.24
```

Computed properties:
HOMO   -9.236 eV
Kohn-Sham gap   0.3858 Ha
SMILES   C/C=C/CCC
2S+1   1

From a natural (NBO) analysis of the wavefunction, the atomic charges in e read:
1. C -0.637
2. C -0.204
3. C -0.181
4. C -0.410
5. C -0.393
6. C -0.609
7. H 0.215
8. H 0.217
9. H 0.214
10. H 0.193
11. H 0.196
12. H 0.195
13. H 0.200
14. H 0.199
15. H 0.192
16. H 0.205
17. H 0.210
18. H 0.199

=====

Most favorable structure: Q. The second most favorable one is 147.4 kJ/mol above it.

=====

--- P ---
Computed, not measured: a structure of composition C6H12, with ωB97M-V with the def2-TZVPD basis set.

Geometry as XYZ:
```
18
Properties=species:S:1:pos:R:3
C 1.98 0.04 -1.55
C 0.36 0.76 -0.86
C -0.82 -0.23 -0.78
C -1.09 0.27 0.67
C -1.51 -0.75 1.72
C 0.38 0.79 0.68
H 1.75 -1.00 -1.46
H 2.78 0.39 -0.89
H 2.32 0.25 -2.60
H 0.95 1.20 -1.66
H -0.44 -1.25 -0.71
H -1.65 -0.21 -1.50
H -1.80 1.11 0.67
H -1.53 -0.30 2.73
H -2.51 -1.15 1.52
H -0.81 -1.59 1.75
H 0.61 1.70 1.24
H 1.02 -0.03 1.04
```

Computed properties:
HOMO   -8.280 eV
Kohn-Sham gap   0.3488 Ha
2S+1   1

From a natural (NBO) analysis of the wavefunction, the atomic charges in e read:
1. C -0.654
2. C -0.239
3. C -0.415
4. C -0.201
5. C -0.608
6. C -0.416
7. H 0.207
8. H 0.209
9. H 0.211
10. H 0.288
11. H 0.187
12. H 0.211
13. H 0.200
14. H 0.210
15. H 0.210
16. H 0.201
17. H 0.210
18. H 0.189

=====

--- Q ---
Computed, not measured: a cluster of 2 separate species, C6H12 in total, with ωB97M-V with the def2-TZVPD basis set.

Geometry as XYZ:
```
18
Properties=species:S:1:pos:R:3
C -0.70 0.94 1.55
C 0.13 0.44 0.37
C 1.62 0.64 0.61
C -0.26 -0.94 -0.12
C -0.73 -0.50 -1.29
C -0.38 0.94 -1.02
H -0.52 2.01 1.74
H -1.77 0.80 1.36
H -0.45 0.39 2.46
H 1.86 1.71 0.75
H 2.21 0.27 -0.23
H 1.95 0.11 1.52
H -0.18 -1.92 0.35
H -1.20 -0.99 -2.14
H -1.22 1.65 -0.99
H 0.40 1.36 -1.67
H -0.49 -3.80 -1.55
H -0.26 -3.11 -1.71
```

Computed properties:
HOMO   -9.421 eV
Kohn-Sham gap   0.3848 Ha
SMILES   CC1(C)C=CC1.[H][H]
2S+1   1

From a natural (NBO) analysis of the wavefunction, the atomic charges in e read:
1. C -0.601
2. C -0.069
3. C -0.603
4. C -0.188
5. C -0.188
6. C -0.422
7. H 0.207
8. H 0.212
9. H 0.207
10. H 0.208
11. H 0.211
12. H 0.207
13. H 0.207
14. H 0.205
15. H 0.204
16. H 0.205
17. H 0.000
18. H -0.002

=====

--- R ---
Computed, not measured: a cluster of 2 separate species, C6H12 in total, with ωB97M-V with the def2-TZVPD basis set.

Geometry as XYZ:
```
18
Properties=species:S:1:pos:R:3
C 1.79 0.92 -0.40
C 1.27 -0.25 0.43
C 0.42 -1.23 -0.36
C -0.71 -1.97 0.24
C -0.97 -0.94 -0.83
C -1.90 1.43 0.88
H 2.36 0.57 -1.27
H 0.96 1.53 -0.78
H 2.44 1.56 0.19
H 0.69 0.12 1.28
H 2.12 -0.81 0.86
H 0.97 -1.73 -1.17
H -1.03 -1.66 1.24
H -0.95 -3.01 0.01
H -1.83 0.78 0.00
H -2.29 0.87 1.73
H -2.58 2.25 0.64
H -0.91 1.83 1.12
```

Computed properties:
HOMO   -8.841 eV
Kohn-Sham gap   0.3164 Ha
2S+1   1

From a natural (NBO) analysis of the wavefunction, the atomic charges in e read:
1. C -0.609
2. C -0.379
3. C -0.422
4. C -0.614
5. C 0.220
6. C -0.854
7. H 0.205
8. H 0.214
9. H 0.211
10. H 0.205
11. H 0.210
12. H 0.249
13. H 0.250
14. H 0.248
15. H 0.229
16. H 0.209
17. H 0.220
18. H 0.206

=====

Most favorable structure: Q. The second most favorable one is 141.0 kJ/mol above it.

=====

--- P ---
Computed, not measured: a cluster of 2 separate species, C4H13N2S in total, with ωB97M-V with the def2-TZVPD basis set.

Geometry as XYZ:
```
20
Properties=species:S:1:pos:R:3
C -1.61 1.21 -1.41
N -2.05 1.34 -0.02
C -1.40 0.87 1.00
N -1.76 0.99 2.26
H -1.63 2.18 -1.88
H -2.28 0.55 -1.95
H -0.61 0.79 -1.41
H -2.95 1.77 0.13
H -0.47 0.35 0.82
H -2.66 1.37 2.52
H -1.23 0.50 2.96
C 2.75 -1.09 0.84
S 2.26 -2.48 -0.19
C 1.40 -1.60 -1.50
H 1.88 -0.52 1.17
H 3.43 -0.43 0.32
H 3.24 -1.50 1.72
H 1.22 -2.31 -2.29
H 0.45 -1.19 -1.17
H 2.02 -0.80 -1.91
```

Computed properties:
Total charge   +1
HOMO   -11.295 eV
Kohn-Sham gap   0.2822 Ha
2S+1   1

From a natural (NBO) analysis of the wavefunction, the atomic charges in e read:
1. C -0.410
2. N -0.489
3. C 0.396
4. N -0.711
5. H 0.237
6. H 0.233
7. H 0.225
8. H 0.422
9. H 0.227
10. H 0.425
11. H 0.440
12. C -0.741
13. S 0.227
14. C -0.754
15. H 0.172
16. H 0.222
17. H 0.245
18. H 0.248
19. H 0.168
20. H 0.219

=====

--- Q ---
Computed, not measured: the ion C4H13N2S with charge +1, with ωB97M-V with the def2-TZVPD basis set.

Geometry as XYZ:
```
20
Properties=species:S:1:pos:R:3
C -2.19 -0.16 -0.74
N -1.80 -0.01 0.67
C -0.55 -0.72 0.83
C 0.55 -0.11 -0.07
N 1.78 -0.94 0.34
C 0.92 1.32 0.09
S 2.50 1.87 -0.82
H -3.30 -0.07 -0.81
H -1.97 0.74 -1.35
H -1.87 -1.05 -1.18
H -2.65 -0.46 1.07
H -0.19 -0.55 1.91
H -0.83 -1.73 0.76
H 0.34 -0.31 -1.12
H 1.74 -1.93 0.08
H 2.67 -0.35 0.21
H 1.84 -1.11 1.35
H 0.98 1.63 1.16
H 0.19 1.90 -0.33
H 1.85 2.02 -2.05
```

Computed properties:
Total charge   +1
HOMO   -13.082 eV
Kohn-Sham gap   0.3523 Ha
SMILES   CNC[C@H]([NH3+])CS
2S+1   1

From a natural (NBO) analysis of the wavefunction, the atomic charges in e read:
1. C -0.458
2. N -0.620
3. C -0.250
4. C -0.060
5. N -0.711
6. C -0.522
7. S -0.048
8. H 0.230
9. H 0.199
10. H 0.174
11. H 0.389
12. H 0.196
13. H 0.212
14. H 0.242
15. H 0.454
16. H 0.471
17. H 0.429
18. H 0.247
19. H 0.257
20. H 0.169

=====

Most favorable structure: P. The second most favorable one is 158.0 kJ/mol above it.